(1)
{"formula": "C4H8N2O", "method": "ωB97M-V/def2-TZVPD", "symbols": ["H", "C", "C", "H", "H", "H", "H", "N", "H", "C", "H", "C", "H", "O", "N"], "coordinates": [[1.77, 2.30, 0.20], [-0.86, 0.26, 0.08], [0.63, 0.60, 0.15], [-1.32, 0.87, -0.70], [0.54, 2.31, 1.27], [-0.70, -1.48, -1.18], [1.07, 0.00, 0.96], [0.80, 2.05, 0.32], [-0.10, -2.77, 0.46], [-1.10, -1.22, -0.19], [-1.31, 0.53, 1.04], [1.34, 0.16, -1.07], [-2.18, -1.43, -0.21], [-0.45, -1.96, 0.84], [1.90, -0.21, -2.01]], "mulliken_charge": [0.2668, -0.8074, 0.5773, 0.2725, 0.2459, 0.3793, 0.1782, -0.6890, 0.3185, -0.4789, 0.3755, 0.0683, 0.2919, -0.5305, -0.4685], "e_tot_ha": -341.9461, "homo_ev": -10.002, "smiles": "N#C[C@@H](N)CCO", "largest_force_ha_per_bohr": 0.02288, "orbital_gap_ev": 10.80}



(2)
{"formula": "C22H68O21", "method": "ωB97M-V/def2-TZVPD", "symbols": ["H", "H", "C", "H", "H", "H", "O", "H", "H", "H", "H", "H", "C", "O", "H", "C", "H", "H", "H", "C", "H", "H", "H", "H", "C", "H", "H", "H", "O", "C", "H", "H", "O", "H", "H", "C", "H", "H", "H", "O", "H", "C", "C", "C", "H", "O", "O", "O", "H", "H", "H", "O", "H", "O", "C", "C", "H", "H", "H", "H", "H", "O", "H", "H", "O", "O", "O", "H", "H", "O", "H", "H", "H", "H", "C", "H", "C", "C", "H", "H", "O", "C", "C", "H", "H", "H", "C", "O", "H", "H", "C", "H", "H", "C", "O", "H", "H", "C", "H", "H", "H", "O", "H", "C", "H", "H", "H", "H", "H", "O", "O"], "coordinates": [[1.05, 1.44, -3.92], [4.37, 4.32, -0.31], [3.67, 2.42, 0.35], [-1.50, -3.87, -4.11], [-3.55, -0.27, 1.99], [3.91, 1.91, 2.12], [-1.31, -3.96, 5.43], [-4.92, -1.36, 4.33], [-0.47, 6.26, -2.79], [-5.02, 1.51, 1.99], [-2.42, 1.50, -4.33], [-1.32, 3.06, -1.78], [5.18, -2.81, -1.51], [-3.55, 4.85, 1.64], [-1.43, -1.96, 0.58], [-3.85, -1.53, 4.39], [-2.04, -0.41, 3.89], [6.95, -3.71, -1.86], [-3.99, -2.45, -0.52], [-2.92, -2.62, -0.45], [0.49, -1.85, 5.38], [-1.77, -3.11, 5.61], [2.70, 0.59, -2.07], [2.74, 1.87, 0.57], [0.86, -2.88, 5.27], [5.21, -2.93, -0.42], [5.38, -1.75, -1.73], [-5.92, 3.86, 1.53], [-5.53, 1.86, 1.21], [-3.84, 3.47, 1.74], [0.87, -3.16, 4.22], [2.45, -1.07, 3.70], [-1.36, -4.39, -1.06], [-3.58, -2.34, 3.71], [-4.12, -2.41, 6.13], [0.32, -3.18, -4.22], [0.46, -4.90, 5.83], [-3.87, 5.30, 2.42], [-5.04, 3.49, 0.02], [2.85, -2.21, -1.25], [-2.48, 1.75, -6.76], [2.61, -0.32, 2.91], [-0.42, 0.36, 0.52], [3.77, -3.15, -1.94], [3.52, 2.00, -2.61], [0.03, 5.48, -3.02], [3.32, 0.79, 3.43], [-1.04, 3.84, 0.12], [-0.96, 2.57, -6.65], [-3.35, 0.51, 4.71], [0.03, -1.68, 0.11], [0.31, 1.57, 0.38], [-0.09, -3.76, 7.07], [-0.83, -3.79, -4.81], [-1.47, 1.65, -6.37], [3.37, -1.04, 1.81], [1.66, 4.05, 0.52], [-1.23, -5.33, -1.09], [-0.42, -0.01, 1.56], [-3.42, -4.61, -1.03], [0.09, 0.63, -6.66], [-2.39, -1.96, 0.71], [-0.31, 2.33, 0.30], [0.95, 3.90, -1.98], [-0.55, -0.74, -1.61], [1.46, 1.89, -3.17], [2.51, 4.50, 0.54], [3.56, -0.47, 0.90], [3.09, -2.98, 2.03], [-3.41, -1.95, 5.67], [1.23, -0.52, -0.48], [0.77, -2.58, -5.02], [3.47, -4.15, -1.63], [3.17, 0.87, -3.83], [0.16, -0.72, -0.36], [1.60, -0.05, 2.58], [-1.12, 4.04, -1.33], [2.74, 1.29, -2.92], [1.87, -2.81, 5.69], [-1.45, 0.48, 0.16], [6.07, -3.63, -2.23], [-2.62, -4.08, -0.48], [-5.18, 3.20, 1.06], [4.13, 1.77, -0.42], [3.55, -2.93, -2.99], [4.32, -1.27, 2.32], [-3.12, -0.27, 3.98], [-3.79, 0.26, 2.77], [3.10, 0.84, 4.37], [-3.94, 3.05, 2.76], [0.19, 4.65, -1.82], [-1.99, 4.65, -1.56], [2.87, -2.41, -0.29], [3.42, 3.79, -0.25], [2.73, -2.29, 1.48], [-1.30, -0.37, -4.85], [-0.01, -2.46, -3.47], [0.01, -3.92, 5.99], [-2.72, -4.46, 0.55], [0.47, 5.41, -1.07], [1.08, -3.90, -3.93], [-0.82, 0.60, -6.98], [-1.67, 4.43, 0.55], [-1.47, 1.51, -4.85], [-0.83, 2.31, -4.49], [-2.47, -2.16, -1.34], [-2.99, 2.90, 1.37], [-0.10, -0.13, -2.22], [2.95, 3.66, -1.23], [-0.77, 0.32, -4.42], [4.45, 2.43, 1.49]], "mulliken_charge": [0.1629, 0.4065, 0.8509, 0.3299, 0.2046, 0.4479, -0.4831, 0.4138, 0.3147, 0.4265, 0.4822, -0.0612, -0.2622, -0.5443, -0.2451, -0.3177, 0.1642, 0.3004, 0.4880, 0.0587, 0.3073, 0.3009, -0.0049, -0.5464, -0.7902, 0.2401, 0.1795, 0.2109, -0.5030, 0.0073, 0.1753, 0.2136, -0.3959, 0.2121, 0.2752, -0.0678, 0.2973, 0.3035, 0.2804, -0.2188, 0.3504, 0.0547, 0.4711, -0.4436, 0.2613, -0.5902, -0.5820, -0.7730, 0.3042, 0.3583, 1.0986, 0.0246, 0.3010, -0.5917, -0.5478, -0.1438, 0.2654, 0.2406, -0.4410, 0.4010, 0.3171, -0.3697, -0.0203, -0.8274, -0.1890, -0.3442, -0.6038, 0.0628, 0.2506, -0.5952, -0.6992, 0.3139, 0.3149, 0.4096, -0.4058, -0.0724, 0.0892, -0.4883, 0.3934, 0.4379, -0.5394, -0.6391, -0.3898, 0.0566, 0.2408, 0.4616, -0.4167, -0.4347, 0.3106, 0.3771, 0.3069, 0.6303, 0.1792, -0.2571, -0.5962, 0.2133, -0.1607, -0.4447, 0.3321, 0.5793, 0.2508, -0.5879, 0.2046, -0.2049, -0.0263, -0.1324, 0.0402, -0.0816, -0.0100, -0.2171, -0.6507], "e_tot_ha": -2458.8019, "homo_ev": -9.087, "smiles": "OCCO.OCCO.OCCO.OCCO.OCCO.OCCO.OCCO.OCCO.OCCO.CCO.CO.CO", "largest_force_ha_per_bohr": 0.05252, "orbital_gap_ev": 9.25}



(3)
{"formula": "C48H79BBrN4O3P2SiSr", "method": "ωB97M-V/def2-TZVPD", "symbols": ["C", "H", "C", "C", "C", "H", "C", "C", "C", "H", "H", "H", "N", "H", "C", "H", "C", "C", "H", "H", "H", "P", "H", "H", "H", "H", "C", "O", "C", "P", "H", "C", "C", "C", "C", "H", "C", "H", "C", "H", "H", "C", "H", "H", "H", "H", "H", "H", "H", "C", "H", "H", "N", "H", "C", "C", "H", "C", "H", "H", "C", "H", "H", "C", "C", "O", "H", "H", "H", "H", "N", "C", "H", "C", "C", "C", "H", "H", "H", "H", "H", "C", "H", "H", "H", "C", "H", "C", "H", "H", "C", "H", "N", "H", "H", "H", "C", "C", "H", "H", "H", "H", "H", "H", "C", "H", "H", "H", "C", "H", "Si", "H", "H", "C", "H", "C", "C", "C", "C", "Sr", "H", "H", "H", "H", "C", "C", "H", "C", "H", "H", "H", "B", "C", "Br", "H", "H", "C", "O", "H", "H"], "coordinates": [[-4.70, 1.74, -2.84], [-3.62, 6.10, -1.03], [-5.40, -0.56, 1.54], [0.02, 0.90, 3.89], [3.50, 2.66, 0.21], [5.33, 0.09, 3.33], [5.57, 3.12, 1.61], [-4.17, 0.63, -3.74], [1.42, 4.87, 2.52], [-4.97, 0.21, -4.35], [-6.31, 1.88, -1.38], [7.37, 3.61, 2.68], [0.54, 3.39, 0.92], [-5.06, -3.07, -1.21], [5.86, 2.28, -0.63], [-6.08, -4.31, -0.48], [7.22, 2.41, -0.46], [1.06, 5.97, 1.75], [4.38, -0.08, 0.33], [-6.18, -2.64, 0.07], [3.73, -4.64, 2.84], [-3.11, -2.39, 1.15], [-0.08, 0.54, 6.00], [-3.28, -2.08, -1.34], [2.58, 2.70, 3.31], [4.92, 3.40, 2.42], [-0.99, -5.22, -2.58], [2.89, 1.60, 0.44], [5.02, 2.65, 0.42], [2.44, -1.71, 1.82], [-4.58, -2.19, 3.74], [-2.95, 4.03, 0.59], [1.16, 3.59, 2.06], [-5.21, 4.06, -0.32], [-0.75, 0.57, 5.15], [-2.70, -5.05, 0.85], [-1.62, -4.07, -2.14], [-4.45, -0.47, 4.10], [-4.01, -0.94, 2.03], [-1.21, -0.40, 5.02], [1.74, -3.96, 4.76], [1.09, -4.54, -1.56], [-5.36, 4.94, 0.31], [3.05, -2.80, 4.51], [-3.41, 1.01, -4.42], [1.83, 1.59, 2.22], [0.41, -3.95, 1.30], [-4.36, 3.30, -4.31], [-5.94, 2.52, -4.45], [-1.86, 2.69, -2.88], [4.89, -2.85, 3.58], [5.04, -1.70, 0.03], [0.70, 2.05, 3.90], [-2.06, 0.00, 1.90], [-3.64, -4.96, 0.30], [0.28, 4.41, 0.13], [-1.53, 1.31, 5.32], [1.97, -3.36, 2.69], [-5.75, -3.31, 2.45], [2.15, -4.72, -1.40], [-2.65, -1.66, -0.55], [-2.14, 3.47, -3.60], [-6.71, 0.90, -2.79], [0.34, -5.47, -2.27], [2.32, -2.19, 0.00], [0.02, 0.15, 2.92], [8.85, 3.00, 0.80], [-2.31, 5.19, -1.78], [-1.91, 3.80, 0.42], [-3.73, -0.16, -3.15], [0.95, -2.27, -0.46], [1.62, 2.43, 2.84], [-5.52, 3.19, 0.25], [-0.90, -3.17, -1.36], [-4.43, -3.74, 0.76], [2.76, -4.63, 2.36], [2.83, -1.39, -0.54], [3.78, -0.49, 3.97], [2.89, -4.75, 1.29], [-5.61, 0.27, -1.55], [-3.33, 1.01, 2.66], [-3.74, 3.95, -0.72], [0.25, 6.53, -0.17], [-3.34, 3.32, 1.31], [-3.40, -4.90, -0.75], [-5.19, 2.88, -3.74], [-2.63, -3.86, -2.44], [2.04, -3.08, 4.19], [2.20, -5.49, 2.73], [0.69, 2.63, 4.72], [7.78, 2.89, 0.71], [-5.86, 4.17, -1.18], [-1.27, -1.98, -0.80], [-2.75, -0.57, -0.53], [-0.07, -2.66, 2.40], [-5.69, 0.39, 1.99], [0.51, -3.59, 2.32], [0.48, -3.38, -1.12], [3.83, 0.64, 2.60], [-3.92, 5.18, -2.50], [-3.02, 5.03, 1.02], [-4.22, -5.87, 0.46], [1.37, -2.26, 4.44], [1.92, 5.00, 3.48], [-5.50, -3.41, -0.28], [-6.16, -1.29, 1.80], [-1.60, 1.80, -3.44], [1.22, 6.97, 2.11], [-3.38, 5.17, -1.56], [0.81, -6.38, -2.60], [-3.23, 2.24, -1.60], [-5.76, -4.99, 1.92], [5.29, -3.33, 1.91], [4.96, -0.89, 0.75], [-3.28, 0.77, 0.91], [-5.12, -4.12, 2.08], [-5.91, 1.17, -2.09], [-3.11, 0.28, 1.87], [4.32, -0.21, 3.06], [0.49, 1.20, 0.97], [6.24, -2.10, 2.74], [-1.53, -5.94, -3.17], [-0.96, 3.01, -2.37], [-0.13, 4.15, -0.83], [-4.02, -1.29, 3.52], [4.33, -1.38, 2.06], [0.07, -4.34, 2.98], [0.51, 5.72, 0.50], [2.83, -3.14, -0.18], [5.96, -0.52, 0.95], [-5.38, -0.41, 0.46], [-0.10, -1.28, -0.31], [6.94, 3.23, 1.75], [8.39, 1.93, -1.90], [-2.99, -1.45, 3.85], [-4.38, -4.37, 2.83], [5.23, -2.49, 2.61], [3.05, 3.75, -0.14], [5.44, 1.92, -1.55], [-5.65, 3.67, -3.16]], "mulliken_charge": [2.5925, 0.5610, -1.7255, 0.2519, -0.2735, 0.5318, -0.1294, -1.9960, -0.5819, 0.4607, 0.3275, 0.3919, 0.4608, 0.2708, 0.0769, 0.5219, -0.2131, -0.9555, -0.2138, 0.3286, 0.4517, 0.2254, 0.4548, 0.1484, 0.3154, 0.3374, -0.5926, -0.0999, 0.3115, 0.8310, 0.3365, -1.8628, 1.2760, -2.0006, -1.7389, 0.2472, -0.9297, 0.5332, 2.4111, 0.1955, 0.5545, -0.8926, 0.5364, 0.3236, 0.3638, -0.9238, 0.2490, 0.2862, 0.5301, -1.3306, 0.3598, 0.3244, 0.6433, -0.3439, -1.9148, -0.1263, 0.4291, 2.8842, 0.3445, 0.4934, 1.0161, 0.2901, 0.5311, -1.0880, -1.1972, 0.2601, 0.4404, 0.2709, -0.0429, 0.2128, 0.5677, -1.1479, 0.2100, 0.1598, 2.4048, -1.9081, 0.3193, 0.3319, 0.1788, -0.0669, 0.9468, 2.9604, 0.5440, 0.2123, 0.3951, -1.9637, 0.6820, -1.8238, 0.5006, 0.3415, -0.4046, 0.3892, 0.3628, -1.4770, 0.0256, 0.5475, -2.3941, 0.7199, -0.1244, 0.2927, 0.5417, 0.5480, 0.1004, 0.5181, -1.9022, 0.3152, 0.3748, 0.4142, -2.0627, 0.3704, -0.3025, 0.5567, 0.3634, -1.7361, -1.2970, -2.1147, -1.5898, -1.0615, -1.7180, 1.4765, 0.5473, 0.3989, 0.2081, -0.0484, -1.9136, 2.4282, 0.8020, -0.7668, -0.0125, 0.5365, 0.0014, 0.7288, -0.8135, -0.2262, 0.1911, 0.3791, -2.1819, -0.7552, 0.5890, 0.3089], "e_tot_ha": -5923.0059, "homo_ev": -2.518, "charge": -1, "largest_force_ha_per_bohr": 0.15133, "orbital_gap_ev": 3.89}



(4)
{"formula": "C6H14Si2", "method": "ωB97M-V/def2-TZVPD", "symbols": ["H", "C", "H", "C", "H", "H", "H", "H", "H", "H", "Si", "H", "Si", "H", "H", "H", "C", "C", "H", "C", "C", "H"], "coordinates": [[-1.78, -0.18, 0.52], [-2.95, 1.23, 1.47], [-3.71, -1.38, -2.21], [-3.03, -0.98, -1.52], [4.48, -0.40, 1.39], [-2.41, 1.53, 2.34], [4.48, 0.09, -0.29], [1.05, -0.10, -2.21], [0.48, 2.44, 1.63], [-4.56, -0.29, -0.48], [1.64, 1.68, 1.17], [2.73, -0.83, -1.94], [2.15, -0.30, 0.37], [-3.96, 1.80, 1.32], [1.21, -1.70, -1.44], [2.26, 1.96, 2.47], [1.69, -0.68, -1.46], [-3.55, -0.30, -0.49], [4.38, -1.71, 0.04], [4.11, -0.68, 0.36], [-2.73, 0.20, 0.67], [-2.00, -1.39, -1.71]], "mulliken_charge": [0.2728, -0.6413, 0.2715, -0.8275, 0.2908, 0.3300, 0.3591, 0.3409, -0.1137, 0.3892, 0.2232, 0.2804, 0.1499, 0.1730, 0.2539, -0.1013, -0.9131, 0.0175, 0.3056, -1.0779, -0.1673, 0.1843], "e_tot_ha": -815.8031, "homo_ev": -7.772, "smiles": "C[Si](C)=[SiH2].C=CC=C", "largest_force_ha_per_bohr": 0.07249, "orbital_gap_ev": 7.15}



(5)
{"formula": "C32H20CuN6O9S", "method": "ωB97M-V/def2-TZVPD", "symbols": ["O", "C", "H", "H", "C", "C", "H", "H", "C", "C", "N", "C", "C", "C", "C", "C", "C", "C", "N", "C", "H", "H", "Cu", "C", "H", "S", "N", "N", "C", "H", "C", "O", "H", "H", "N", "H", "C", "O", "C", "O", "H", "C", "C", "C", "C", "C", "O", "H", "C", "H", "H", "H", "O", "O", "H", "C", "C", "C", "H", "C", "H", "H", "C", "O", "N", "C", "C", "O", "C"], "coordinates": [[-3.02, -1.20, -4.16], [-3.76, -3.24, 0.67], [-0.66, 1.09, 3.01], [-4.85, -1.66, -2.69], [0.42, 1.52, -2.51], [-2.28, -0.83, -3.23], [-1.84, 0.69, -5.47], [1.28, 3.09, -3.68], [2.82, -3.95, 1.66], [4.98, 0.75, -0.89], [7.02, 1.71, 0.05], [1.49, -3.67, 1.89], [-1.18, 2.04, 3.07], [-2.83, -2.54, -0.09], [-5.07, -3.37, 0.23], [5.06, 1.31, 1.46], [0.56, 2.28, -3.66], [0.65, -3.43, 0.80], [-2.27, -1.20, -1.96], [-2.51, 3.74, 2.02], [-0.61, 2.48, 5.10], [3.50, -4.13, 2.49], [-0.78, -0.81, -0.85], [-5.47, -2.81, -0.98], [-0.16, 2.56, -5.66], [-3.19, 3.98, 0.37], [1.08, -3.51, -0.46], [-1.46, -2.42, 0.17], [2.37, -3.79, -0.67], [4.32, -4.22, 0.13], [3.68, 0.29, -0.73], [7.53, 1.67, -1.06], [5.62, 1.71, 2.30], [1.01, 1.69, -1.62], [-0.45, 0.52, -2.44], [3.14, -0.12, -1.57], [-4.56, -2.10, -1.75], [-1.34, -3.92, 1.93], [-3.25, -1.96, -1.31], [1.20, -0.22, 1.86], [2.67, -3.83, -1.71], [-1.87, 2.52, 1.98], [1.63, -0.14, 0.71], [-1.17, 0.96, -4.66], [-1.16, 2.82, 4.22], [-1.82, 4.04, 4.27], [-4.63, 4.06, 0.43], [-3.45, -3.69, 1.60], [-2.51, 4.52, 3.16], [1.08, -3.62, 2.89], [-1.80, 4.64, 5.18], [-6.50, -2.91, -1.32], [1.05, -0.43, -0.38], [7.62, 2.13, 1.03], [-3.02, 5.48, 3.18], [5.67, 1.26, 0.21], [-0.83, -3.23, 1.03], [3.28, -4.01, 0.35], [5.47, 0.72, -1.85], [3.06, 0.35, 0.52], [3.27, 0.88, 2.56], [-5.79, -3.92, 0.83], [-0.25, 1.99, -4.75], [-1.48, 0.74, 0.49], [-2.68, 2.57, -0.26], [-2.01, 1.85, 0.63], [-1.25, 0.24, -3.47], [-2.53, 5.11, -0.25], [3.77, 0.86, 1.60]], "mulliken_spin": [0.0046, 0.0011, 0.0006, 0.0003, -0.0042, 0.0126, 0.0006, 0.0002, 0.0000, -0.0001, 0.0000, -0.0006, -0.0003, 0.0047, 0.0041, 0.0003, 0.0046, -0.0076, 0.1236, 0.0001, 0.0000, 0.0000, 0.6879, -0.0009, -0.0006, 0.0000, -0.0002, 0.0868, -0.0006, 0.0000, 0.0009, -0.0001, 0.0000, -0.0009, 0.0418, -0.0008, 0.0071, 0.0040, 0.0019, 0.0011, 0.0000, 0.0007, -0.0025, 0.0025, 0.0000, 0.0000, 0.0000, -0.0002, 0.0000, 0.0003, 0.0000, -0.0002, 0.0334, -0.0001, 0.0000, -0.0003, 0.0081, -0.0006, 0.0000, 0.0042, 0.0000, 0.0003, -0.0028, -0.0021, -0.0001, -0.0013, -0.0110, 0.0000, -0.0006], "e_tot_ha": -4275.9352, "homo_ev": [-2.057, -2.003], "charge": -2, "largest_force_ha_per_bohr": 0.02426, "multiplicity": 2, "orbital_gap_ev": [5.08, 5.03]}



- Number 3 is which compound?
  C48H79BBrN4O3P2SiSr